(1)
13
Properties=species:S:1:pos:R:3:forces:R:3:nbo_charge:R:1 method="wB97M-V/def2-TZVPD" orbital_gap_ev=9.046 total_charge=0 total_energy_ev=-17596.5417 smiles="COCC(N)=S"
C 1.745045 -0.867682 0.431082 1.34 0.54 0.01 -0.263
O 1.285959 -0.327650 -0.805259 -0.78 -0.60 0.34 -0.515
C 0.146584 0.495907 -0.645574 1.63 0.06 -0.27 -0.148
C -1.191181 -0.130051 -0.309796 -0.42 -0.50 1.28 0.091
N -1.994670 0.832831 0.222333 0.43 0.21 -0.67 -0.774
S -1.551884 -1.748849 -0.313785 0.20 1.05 -0.22 -0.123
H 0.988549 -1.370419 1.014294 -0.39 -0.25 -0.08 0.188
H 2.188111 -0.064349 1.069164 -0.34 -0.26 -0.38 0.157
H 2.577055 -1.561145 0.205841 -0.60 0.25 -0.01 0.200
H 0.089648 1.051742 -1.583477 -0.29 0.04 -0.02 0.215
H 0.431050 1.204422 0.148798 -0.54 0.13 -0.04 0.181
H -2.924880 0.685871 0.546378 -0.43 -0.66 -0.06 0.407
H -1.789382 1.799373 0.019998 0.20 -0.02 0.12 0.383

---

(2)
13
Properties=species:S:1:pos:R:3:forces:R:3:nbo_charge:R:1 method="wB97M-V/def2-TZVPD" orbital_gap_ev=8.864 total_charge=0 total_energy_ev=-7794.9106
C 1.636534 0.460759 -0.303314 0.05 0.11 0.13 -0.409
N 0.180132 0.488793 -0.391828 -0.10 0.42 0.28 -0.453
C -0.800455 0.999288 0.782159 0.31 -0.07 0.36 -0.395
C -0.623992 -0.437592 0.414067 0.02 -0.10 0.05 -0.224
C -1.731776 -1.186398 -0.257756 -0.15 -0.32 0.13 0.436
O -2.118276 -2.262257 0.132744 0.18 0.54 -0.23 -0.507
H 2.029424 1.409298 -0.672988 -0.02 -0.09 0.07 0.216
H 2.088495 -0.363468 -0.869108 -0.29 0.14 0.04 0.209
H 1.904504 0.355801 0.752485 0.01 0.03 -0.16 0.212
H -0.100084 1.224287 1.596608 -0.16 -0.13 0.15 0.141
H -0.280014 1.083556 -1.058299 0.18 -0.57 -0.82 0.453
H 0.021024 -1.097852 0.997546 -0.05 0.05 -0.12 0.212
H -2.205521 -0.674213 -1.122310 0.02 -0.01 0.11 0.110

---

(3)
67
Properties=species:S:1:pos:R:3:forces:R:3:mulliken_spin:R:1 method="wB97M-V/def2-TZVPD" orbital_gap_ev="7.455 / 7.325" s2=6.009 total_charge=+1 multiplicity=5 total_energy_ev=-197100.8945
Fe 0.715311 -0.837221 -0.531369 -0.50 -0.13 0.10 3.875
C -1.304619 -0.252205 1.499724 -0.05 -0.01 0.02 0.028
C -1.880838 0.202543 0.316630 0.02 0.03 0.04 -0.004
C -1.317409 1.279819 -0.360142 0.01 -0.02 -0.01 0.009
C -0.151946 1.870620 0.117048 0.01 0.00 0.02 -0.001
C 0.415591 1.426113 1.312926 -0.02 0.01 -0.03 0.018
C -0.176314 0.382529 2.013497 0.03 -0.03 -0.01 -0.020
H -1.747892 -1.082961 2.034174 -0.01 0.01 0.01 0.003
H -2.761186 -0.282012 -0.083660 -0.01 -0.01 0.02 0.003
H -1.769560 1.631007 -1.277214 0.00 0.01 0.00 0.001
H 0.296231 2.697839 -0.418692 0.00 0.00 0.00 0.002
H 1.305430 1.903233 1.702035 0.01 0.00 0.00 0.006
H 0.261106 0.039432 2.940929 0.00 0.01 0.01 -0.003
Se 1.726978 -3.030569 1.908371 0.02 0.08 0.03 0.001
N 1.942194 -1.444059 1.084083 0.23 -0.18 -0.22 -0.005
C 3.208585 -1.083252 1.246075 0.00 0.12 0.07 -0.025
C 3.810844 0.097844 0.722569 0.03 0.03 -0.03 0.001
C 5.119510 0.324202 0.986739 0.02 0.00 0.01 0.008
C 5.914515 -0.579632 1.771869 -0.04 -0.01 0.00 -0.003
C 5.384966 -1.709634 2.288629 0.00 0.01 -0.01 0.004
C 4.004537 -1.993705 2.035344 0.02 0.00 0.03 -0.002
N 3.383579 -3.066809 2.479762 -0.07 -0.03 0.01 0.014
H 3.237332 0.782992 0.112621 -0.02 -0.02 -0.01 0.015
H 5.594394 1.212476 0.591366 0.00 0.00 -0.01 0.000
H 6.955347 -0.340356 1.939399 0.00 0.00 0.01 0.000
H 5.958639 -2.409316 2.879294 0.01 0.00 0.00 0.000
F 2.142360 -2.835670 -3.258540 -0.01 0.00 -0.05 0.000
B 2.355662 -2.520466 -1.960940 0.04 0.02 0.04 0.014
F 1.178761 -2.879339 -1.158879 -0.04 0.05 0.04 0.030
F 3.471653 -3.016520 -1.375367 0.01 -0.01 0.00 -0.001
F 2.340272 -1.038045 -1.798452 0.09 -0.01 0.02 0.037
Cl -6.222466 1.700328 -5.629324 0.00 0.00 0.00 0.000
C -5.274638 0.268229 -5.420116 -0.01 0.02 -0.01 0.000
C -5.048389 -0.226499 -4.145859 0.00 0.00 -0.01 0.000
C -4.285573 -1.371425 -3.991661 0.01 0.01 0.00 0.000
C -3.741836 -2.035068 -5.086625 -0.03 0.02 0.02 0.000
C -2.852956 -3.241400 -4.893542 0.02 -0.02 0.02 -0.001
C -1.380428 -2.840411 -5.081061 -0.02 0.00 0.01 0.001
N -0.997242 -1.789004 -4.150053 0.03 0.01 0.01 0.003
C -0.691025 -0.482286 -4.452247 -0.03 -0.02 0.02 -0.006
C -0.350955 0.104837 -3.278931 -0.08 0.08 0.02 0.010
N -0.458243 -0.821849 -2.255832 0.36 0.14 -0.24 -0.009
C -0.844456 -1.946919 -2.834836 -0.07 -0.09 0.11 -0.022
O -3.079019 -3.764121 -3.598151 0.00 0.00 -0.05 0.000
C -2.920430 -5.176504 -3.452796 0.02 0.01 0.01 0.000
C -1.492958 -5.604880 -3.265733 0.02 -0.02 0.06 0.000
C -0.795770 -5.483137 -2.097199 -0.07 0.02 0.03 0.000
Cl -1.416818 -4.874108 -0.607855 0.00 0.00 -0.03 -0.001
S 0.821537 -6.025596 -2.207026 -0.01 0.01 -0.04 0.000
C 0.597063 -6.445085 -3.849006 -0.01 -0.02 0.02 0.000
C -0.666437 -6.179235 -4.275460 0.03 0.00 -0.03 0.000
C -3.998967 -1.513375 -6.349940 0.00 -0.02 -0.03 0.000
Cl -3.373068 -2.305782 -7.769430 0.00 0.01 0.00 0.000
C -4.759732 -0.370660 -6.534549 0.00 -0.01 0.03 0.000
H -5.475504 0.276783 -3.289994 0.00 0.00 0.00 0.000
H -4.115637 -1.778611 -3.004606 0.00 0.00 0.00 0.000
H -3.088503 -3.996731 -5.651121 0.01 0.00 0.00 0.000
H -1.215722 -2.465170 -6.088738 -0.03 -0.01 0.00 0.000
H -0.724112 -3.693397 -4.922110 0.00 -0.01 0.00 0.000
H -0.736530 -0.105845 -5.458789 0.01 0.01 0.00 0.000
H -0.038568 1.120123 -3.104612 0.02 -0.01 0.00 0.000
H -1.007567 -2.883896 -2.336295 0.03 -0.03 0.00 0.021
H -3.354354 -5.689180 -4.316002 0.00 0.00 0.00 0.000
H -3.507983 -5.438190 -2.573776 0.00 0.01 0.00 0.000
H 1.411982 -6.873042 -4.409344 0.00 0.00 -0.01 0.000
H -1.012513 -6.388024 -5.278654 0.00 0.00 -0.01 0.000
H -4.950817 0.006651 -7.528454 0.00 0.00 0.00 0.000

---

(4)
47
Properties=species:S:1:pos:R:3:forces:R:3:nbo_charge:R:1 method="wB97M-V/def2-TZVPD" orbital_gap_ev=9.587 total_charge=0 total_energy_ev=-51856.4724
C 2.822154 -2.599757 0.301765 -1.38 -0.17 -0.82 -0.646
C 1.610976 -1.890688 -0.468780 1.45 -0.21 -0.04 -0.084
O 0.688135 -2.938324 -0.800095 -0.49 0.59 0.69 -0.553
C -0.663032 -2.590770 -0.454884 -0.38 -0.17 -0.58 -0.114
C -1.275118 -1.745100 -1.650035 0.78 0.40 -0.06 -0.092
O -2.001014 -0.581418 -1.237161 -0.41 -1.36 0.26 -0.550
C -2.975465 -0.925927 -0.214541 0.60 1.57 0.05 -0.125
C -4.065552 0.219216 -0.244030 -0.92 -1.52 -0.22 -0.094
O -3.998713 1.091341 0.883735 1.10 0.61 -0.55 -0.519
C -2.787126 1.831797 0.889137 -1.06 0.47 -0.71 0.187
O -2.108161 1.496773 2.123019 2.89 0.73 -1.85 -0.760
P -0.495375 1.927330 2.115374 0.78 0.59 5.07 2.451
O -0.147767 2.368001 3.529673 -0.76 -0.49 -3.52 -1.060
O -0.136121 3.237433 1.111204 -0.23 -2.01 1.68 -0.489
O -0.074982 2.907944 -0.251025 0.05 0.02 -1.33 -0.268
C 1.234906 3.157606 -0.799237 0.55 -0.95 -1.41 -0.111
C 1.803299 1.748562 -1.271301 0.42 0.53 0.68 0.079
C 3.177917 1.859520 -2.031010 -0.39 -0.44 0.74 -0.654
O 0.768365 1.106984 -2.042161 0.83 0.41 0.06 -0.719
O 0.444778 0.556430 1.776219 -1.30 0.55 -0.33 -1.092
P 0.313193 -0.472190 3.198547 -1.11 -0.03 2.83 1.582
O -0.762518 -1.747766 2.866338 2.37 0.57 -0.82 -0.983
O 1.821519 -1.205972 3.476985 -1.51 0.81 -2.47 -0.968
H 3.467388 -3.055752 -0.491340 -0.19 0.49 0.97 0.224
H 3.371106 -1.903898 0.981881 -0.20 -0.65 -0.68 0.192
H 2.345141 -3.459871 0.853584 0.70 0.99 -0.23 0.224
H 1.161400 -1.049711 0.120256 0.09 -0.87 -0.43 0.188
H 2.007545 -1.435204 -1.422975 -0.43 -0.35 0.89 0.169
H -1.266651 -3.534225 -0.314730 0.87 0.78 -0.18 0.191
H -0.656517 -2.055784 0.530405 -0.23 -0.17 -1.10 0.186
H -1.903145 -2.367683 -2.344090 0.38 0.31 0.76 0.170
H -0.403025 -1.368575 -2.258885 -0.92 -0.32 0.68 0.201
H -2.414118 -0.860985 0.760485 -0.95 -0.31 -0.61 0.202
H -3.392165 -1.957460 -0.347734 0.20 0.89 -0.08 0.184
H -5.067479 -0.296869 -0.183931 0.89 0.77 0.08 0.199
H -4.059347 0.794038 -1.215738 0.32 -0.65 0.94 0.193
H -2.975727 2.944645 0.906536 -0.13 -1.15 0.11 0.175
H -2.196097 1.612357 -0.039314 -0.20 -0.07 0.95 0.193
H 1.066295 3.757874 -1.741907 0.10 -0.40 1.08 0.196
H 1.928750 3.698299 -0.111053 -0.79 -0.51 -0.34 0.217
H 1.981549 1.146175 -0.334598 -0.26 0.41 -0.85 0.168
H 3.983997 1.925823 -1.243556 -0.70 0.23 -1.00 0.228
H 3.219849 2.718529 -2.751716 0.00 -0.84 0.65 0.220
H 3.350360 0.877433 -2.555347 -0.10 1.02 0.30 0.214
H 1.180085 0.728836 -2.832791 -0.15 0.15 0.25 0.471
H -0.251190 -2.533551 2.586003 -0.44 0.09 0.06 0.489
H 2.327697 -1.135467 2.642818 0.26 -0.35 0.44 0.488